# 1
The following is a DFT calculation (ωB97M-V with the def2-TZVPD basis set) of a molecular structure, C37H32FHoIN3O4P2 at a distorted geometry.

Gap between HOMO and LUMO (alpha / beta) in eV: 7.09 / 7.25
E_HOMO (alpha / beta) in eV: -13.21 / -13.21
E_LUMO (alpha / beta) in eV: -6.11 / -5.96
Expectation value of S²: 6.00

Structure (ORCA input):
```
! wB97M-V def2-TZVPD RIJCOSX def2/J DEFGRID3
* xyz 2 5
Ho 1.374 1.213 0.584
C -1.408 0.699 -1.616
C -0.288 -0.337 -1.874
P -0.598 -2.140 -1.570
C -2.242 -2.275 -2.348
C -2.255 -2.538 -3.719
C -3.454 -2.597 -4.414
C -4.655 -2.418 -3.741
C -4.654 -2.178 -2.372
C -3.453 -2.102 -1.679
C -0.988 -2.161 0.217
C -0.811 -1.112 1.105
C -1.079 -1.212 2.464
C -1.552 -2.411 2.962
C -1.728 -3.494 2.102
C -1.443 -3.373 0.753
P -0.788 2.244 -0.823
C -1.523 3.659 -1.659
C -0.692 4.661 -2.149
C -1.237 5.757 -2.805
C -2.610 5.845 -2.972
C -3.444 4.840 -2.489
C -2.905 3.747 -1.833
C -1.485 2.229 0.868
C -2.735 1.706 1.200
C -3.183 1.751 2.510
C -2.382 2.286 3.517
C -1.133 2.794 3.212
C -0.691 2.764 1.890
H -2.207 0.266 -1.015
H -1.858 0.994 -2.564
H 0.659 -0.094 -1.364
H 0.021 -0.295 -2.921
H -1.323 -2.714 -4.246
H -3.452 -2.805 -5.476
H -5.592 -2.481 -4.279
H -5.590 -2.060 -1.843
H -3.468 -1.932 -0.608
H -0.468 -0.149 0.724
H -0.914 -0.368 3.122
H -1.772 -2.513 4.017
H -2.081 -4.440 2.491
H -1.576 -4.229 0.102
H 0.382 4.587 -2.028
H -0.591 6.536 -3.187
H -3.036 6.697 -3.484
H -4.514 4.914 -2.625
H -3.566 2.971 -1.463
H -3.370 1.268 0.439
H -4.163 1.362 2.753
H -2.740 2.314 4.538
H -0.515 3.235 3.983
H 0.229 3.305 1.655
F 1.896 -4.515 0.670
C 2.495 -3.932 1.704
C 2.971 -2.698 1.629
N 3.596 -2.076 2.703
C 4.038 -0.710 2.648
C 2.981 0.214 2.156
O 1.742 -0.131 2.184
O 3.263 1.354 1.666
C 3.760 -2.732 3.925
O 4.270 -2.196 4.879
N 3.277 -4.020 3.951
C 2.600 -4.716 2.941
O 2.179 -5.829 3.094
H 2.884 -2.142 0.706
H 4.967 -0.546 2.099
H 4.233 -0.415 3.689
H 3.392 -4.511 4.829
I 3.081 3.741 -0.550
C 3.964 1.935 -1.141
C 5.290 1.917 -1.509
C 5.803 0.699 -1.943
C 4.978 -0.416 -1.991
C 3.665 -0.293 -1.579
N 3.159 0.874 -1.143
H 5.896 2.810 -1.473
H 6.839 0.629 -2.247
H 5.342 -1.371 -2.341
H 2.986 -1.139 -1.606
*
```

---

# 2
The following is a DFT calculation (ωB97M-V with the def2-TZVPD basis set) of a gas-phase ion, C5H11N (charge -1) at a distorted geometry.

Relative energy (zero: lowest compared OMol25 entry of this formula, charge and spin) in kJ/mol: 204.93
Gap between HOMO and LUMO (alpha / beta) in eV: 2.71 / 9.07
E_HOMO (alpha / beta) in eV: 1.46 / -4.89
E_LUMO (alpha / beta) in eV: 4.17 / 4.17
Expectation value of S²: 0.75

Structure (ORCA input):
```
! wB97M-V def2-TZVPD RIJCOSX def2/J DEFGRID3
* xyz -1 2
C 0.259 -1.401 -2.043
N 0.278 -1.465 -0.578
C 0.732 -0.139 -0.098
C -0.316 0.985 -0.163
C -0.962 1.185 1.104
C -0.302 1.131 2.280
H 1.302 -1.196 -2.455
H -0.374 -0.568 -2.381
H -0.186 -2.363 -2.425
H 0.973 -2.158 -0.325
H 1.611 0.135 -0.681
H 1.065 -0.320 0.936
H -1.051 0.548 -0.924
H 0.076 2.015 -0.551
H -1.852 1.590 1.053
H 0.815 0.981 2.111
H -0.795 1.027 3.210
*
```

---

# 3
The following is a DFT calculation (ωB97M-V with the def2-TZVPD basis set) of a single C3H5N3 molecule.

Relative energy (zero: lowest compared OMol25 entry of this formula, charge and spin) in kJ/mol: 311.84
Gap between HOMO and LUMO in eV: 9.22
E_HOMO in eV: -8.57
E_LUMO in eV: 0.65

Structure (ORCA input):
```
! wB97M-V def2-TZVPD RIJCOSX def2/J DEFGRID3
* xyz 0 1
C 0.527 1.502 0.352
N 0.117 0.164 -0.003
N 0.946 -0.839 -0.104
C 0.186 -1.900 -0.362
C -1.221 -1.616 -0.432
N -1.164 -0.302 -0.188
H 0.886 1.526 1.386
H -0.323 2.179 0.243
H 1.324 1.812 -0.328
H 0.660 -2.864 -0.482
H -1.938 0.338 -0.082
*
```

---

| no. | energy (Eh) |
| --- | --- |
| 1 | -3922.3222 |
| 2 | -251.7216 |
| 3 | -281.4713 |